# 1
C33H53BClErN11O5P as an isolated structure in a non-equilibrium geometry. Source: OMol25; level of theory: ωB97M-V with the def2-TZVPD basis set.

Atoms and positions in Å:
Er -0.5094 0.1235 0.4437
C -5.9390 1.4486 1.5518
C -4.4337 1.2916 1.3456
C -3.7615 2.6667 1.3867
C -4.1126 0.5414 0.0842
C -4.9778 0.2442 -0.9791
C -4.2557 -0.5813 -1.8088
N -3.0370 -0.7559 -1.2739
N -2.9365 -0.0607 -0.1229
B -2.0153 -1.8350 -1.6562
N -0.7397 -1.2227 -2.2719
C -0.1092 -1.7245 -3.3449
C 0.7181 -0.7507 -3.8547
C 0.5284 0.3577 -3.0195
N -0.3420 0.0470 -2.0521
C 0.9880 1.7487 -3.3535
C -0.2566 2.5282 -3.8018
C 1.7180 2.4945 -2.2351
N -1.6934 -2.6557 -0.3816
C -2.5434 -3.5793 0.1000
C -1.8636 -4.3767 0.9857
C -0.5560 -3.8715 0.9953
N -0.4722 -2.8145 0.1782
C 0.6130 -4.5203 1.6844
C 0.3684 -6.0242 1.8387
C 0.9395 -3.9212 3.0580
H -6.1278 1.8976 2.5268
H -6.3640 2.0967 0.7876
H -6.4423 0.4856 1.5168
H -4.0319 0.7022 2.1730
H -3.9421 3.2085 0.4593
H -4.1629 3.2485 2.2148
H -2.6941 2.5389 1.5376
H -5.9835 0.5802 -1.1217
H -4.5357 -1.0749 -2.7193
H -2.5089 -2.5527 -2.4688
H -0.3060 -2.7211 -3.6902
H 1.3710 -0.8162 -4.7008
H 1.6626 1.6621 -4.2144
H -0.9907 2.5300 -2.9990
H 0.0084 3.5535 -4.0557
H -0.7032 2.0647 -4.6798
H 1.2891 2.2401 -1.2682
H 2.7735 2.2405 -2.2273
H 1.6396 3.5685 -2.4014
H -3.5603 -3.6235 -0.2309
H -2.2542 -5.2084 1.5329
H 1.4828 -4.3750 1.0356
H -0.4227 -6.2013 2.5632
H 0.0752 -6.4776 0.8944
H 1.2693 -6.5115 2.2064
H 0.2097 -4.2492 3.7970
H 1.9175 -4.2625 3.3966
H 0.9304 -2.8347 3.0118
C 2.1189 1.9842 2.9837
C 1.1434 1.6668 1.8612
O -0.0410 2.0522 1.9558
O 1.5564 1.0844 0.8209
H 1.5654 2.0750 3.9123
H 2.6065 2.9312 2.7601
H 2.8764 1.2108 3.0667
Cl -3.5405 -2.1543 2.7929
C -1.9214 -1.9578 3.4804
C -1.2143 -0.8707 2.6618
O -1.8809 0.1142 2.3113
O -0.0102 -1.0261 2.3418
H -1.4057 -2.9130 3.4153
H -2.0364 -1.6476 4.5185
C 4.5202 -2.2101 -2.1299
N 3.7481 -3.2338 -1.4473
C 4.3375 -3.4809 -0.1426
N 4.4648 -2.2853 0.6735
C 5.2270 -1.2992 -0.0699
N 4.6517 -0.9808 -1.3655
C 3.3774 -0.3061 -1.2240
P 2.0397 -1.2920 -0.3350
C 2.3538 -2.8533 -1.3413
C 3.1740 -1.7691 1.0858
H 4.0440 -1.9924 -3.0895
H 5.5263 -2.5989 -2.3175
H 5.3395 -3.8957 -0.2998
H 3.7312 -4.2220 0.3849
H 6.2329 -1.6987 -0.2348
H 5.2977 -0.3835 0.5213
H 3.0107 -0.0767 -2.2288
H 3.5225 0.6246 -0.6672
H 1.9699 -2.6954 -2.3530
H 1.7888 -3.6774 -0.8989
H 2.6843 -2.5265 1.6957
H 3.3247 -0.8761 1.7014
N -1.1961 2.3118 -0.5804
C -1.1994 3.4405 -0.3364
N -1.2551 4.6925 0.0084
C -0.5750 5.0611 1.2453
C 0.8439 5.5271 0.9076
O 0.8141 6.5875 -0.0259
C 0.1967 6.2014 -1.2313
C -1.2490 5.7479 -0.9896
H -0.5521 4.1963 1.9114
H -1.1383 5.8794 1.7021
H 1.4199 4.6794 0.5033
H 1.3464 5.9174 1.7936
H 0.7632 5.3800 -1.6964
H 0.2265 7.0768 -1.8807
H -1.7100 5.3894 -1.9109
H -1.8333 6.5829 -0.5893

Force components x, y, z for each atom (eV/Å):
Er 0.0 0.8 -0.9
C 0.2 -0.1 -0.1
C 0.0 0.2 0.2
C 0.0 -0.3 0.1
C 0.1 -0.2 0.1
C 0.1 0.0 0.0
C 0.1 0.0 0.0
N -0.4 0.0 -0.4
N 0.2 -0.1 -0.1
B 0.0 0.1 0.2
N 0.1 -0.4 -0.4
C 0.0 0.2 -0.1
C -0.1 -0.1 0.2
C 0.0 -0.2 -0.2
N 0.0 0.3 0.1
C -0.1 0.3 0.1
C 0.1 -0.1 -0.1
C 0.0 -0.2 -0.1
N -0.3 -0.4 0.2
C 0.1 -0.1 0.0
C -0.1 0.1 -0.2
C -0.3 0.0 -0.2
N 0.3 -0.2 -0.1
C 0.2 0.1 0.2
C 0.2 0.2 -0.2
C 0.1 0.1 -0.2
H 0.0 0.0 0.0
H -0.1 0.1 -0.1
H -0.1 -0.1 0.0
H -0.1 0.0 -0.1
H 0.0 0.1 -0.1
H 0.0 0.1 0.1
H 0.1 0.1 0.0
H -0.2 0.0 0.0
H 0.0 -0.1 -0.1
H -0.1 -0.1 -0.2
H -0.1 -0.2 0.0
H 0.1 0.0 -0.2
H -0.1 0.0 0.1
H -0.1 0.0 0.0
H 0.0 0.1 0.0
H -0.1 0.0 0.0
H 0.1 0.2 0.0
H 0.1 0.0 0.1
H 0.0 0.0 0.0
H -0.3 0.0 -0.1
H -0.1 -0.2 0.1
H -0.1 0.0 0.1
H -0.1 -0.1 0.1
H 0.0 -0.1 -0.1
H 0.1 -0.1 0.0
H -0.1 0.0 0.1
H 0.1 0.0 0.0
H 0.1 -0.1 0.1
C -0.4 -0.3 -0.3
C 0.7 1.2 0.8
O -0.2 -0.4 0.1
O 0.2 -0.2 -0.2
H 0.0 0.1 0.1
H 0.1 0.1 0.0
H 0.1 0.0 0.0
Cl -0.5 -0.1 0.3
C 0.1 0.2 -0.2
C -0.7 -0.7 1.7
O -0.1 0.2 -0.1
O 0.7 0.0 0.0
H 0.0 0.2 0.0
H 0.1 0.0 -0.1
C 0.2 -0.1 -0.1
N 0.2 -0.3 -0.1
C 0.1 -0.2 0.0
N 0.3 -0.1 0.2
C 0.2 0.1 0.0
N 0.3 0.0 -0.1
C -0.5 0.2 0.1
P 1.1 -0.4 -0.5
C -0.6 0.1 0.1
C -0.5 0.2 0.0
H 0.0 0.0 0.0
H -0.1 0.0 0.0
H -0.1 0.0 0.1
H 0.0 0.0 0.0
H 0.0 0.0 0.0
H 0.0 0.0 0.0
H 0.0 0.1 0.1
H -0.1 0.0 -0.1
H 0.0 0.0 0.2
H 0.0 0.1 -0.1
H -0.1 0.1 0.1
H -0.1 -0.1 0.0
N 0.1 0.2 0.3
C -0.1 -0.9 -0.5
N -0.3 0.5 0.3
C 0.5 0.2 0.4
C -0.2 -0.1 0.3
O 0.0 0.1 0.1
C -0.3 0.0 -0.2
C 0.3 0.4 -0.4
H 0.0 0.1 0.0
H 0.0 -0.1 0.0
H 0.0 0.1 0.0
H 0.0 -0.1 0.0
H -0.1 0.1 0.0
H 0.0 -0.1 -0.1
H 0.0 0.0 0.1
H 0.0 -0.1 -0.1

Calculated values
- molecular weight (g mol⁻¹) = 928.36
- LUMO energy (alpha / beta) (eV) = 0.553 / 0.554
- HOMO energy (alpha / beta) (eV) = -7.83 / -7.83
- expectation value of S² = 3.75
- spin multiplicity = 4
- relative energy (zero: lowest compared OMol25 entry of this formula, charge and spin) (kcal per mole) = 32.8


# 2
A 9-piece molecular cluster, C36H78Cl2F3N20O11 overall in a non-equilibrium geometry. Source: OMol25; level of theory: ωB97M-V with the def2-TZVPD basis set.

Atoms and positions in Å:
C -4.9038 -3.2278 -0.5656
C -4.6694 -4.2044 -1.7421
C -3.2232 -4.7304 -1.8102
C -2.6631 -5.1329 -0.4282
C -1.6449 -6.2915 -0.4753
C -0.1900 -5.8160 -0.2686
C -0.0014 -4.9818 1.0013
C 1.4387 -5.1096 1.5652
C 2.1351 -3.7290 1.5521
C 2.2027 -3.0248 2.9195
C 0.9061 -2.9889 3.7293
C -0.2478 -2.1199 3.1826
C 0.1453 -0.7769 2.5363
C -0.3332 -0.6862 1.0619
C 0.8206 -0.4790 0.0286
C 0.5233 0.6727 -0.8810
C 1.3848 1.6855 -0.9989
N 1.1426 2.7312 -1.7949
C 2.1812 3.7384 -1.8872
Cl 2.4035 4.8883 -0.6342
C 2.9766 3.6902 -2.9550
C 2.8460 2.6752 -4.0480
Cl 4.2477 4.8427 -3.1248
C 0.0067 2.8535 -2.4994
C -0.2951 4.0215 -3.3760
C -0.8232 5.2476 -2.5198
N -0.1536 6.4414 -2.9511
N -2.2590 5.3220 -2.7976
N -0.6316 5.0043 -1.0751
C -0.8916 1.8338 -2.4198
C -0.6445 0.7558 -1.6347
C -1.7158 -0.3337 -1.6565
O -2.8811 -0.0186 -1.6848
O -1.2638 -1.6212 -1.6576
C -0.6059 -1.9715 -2.8485
O 0.2907 -3.0223 -2.5184
C 1.5079 -2.9069 -3.0967
F 1.4217 -2.8290 -4.4281
F 2.1998 -1.8435 -2.6537
F 2.2109 -3.9928 -2.7948
H -5.4546 -2.3542 -0.9099
H -5.4729 -3.7338 0.2088
H -3.9724 -2.8485 -0.1506
H -5.3161 -5.0693 -1.6867
H -4.8666 -3.6668 -2.6669
H -3.1855 -5.5676 -2.5049
H -2.5890 -3.9183 -2.1845
H -3.5202 -5.4821 0.1528
H -2.2872 -4.2475 0.0788
H -1.8622 -6.9525 0.3530
H -1.7492 -6.8438 -1.4089
H 0.0777 -5.2663 -1.1759
H 0.4787 -6.6716 -0.2278
H -0.2057 -3.9416 0.7540
H -0.7085 -5.3203 1.7605
H 2.0032 -5.7981 0.9427
H 1.4537 -5.4875 2.5856
H 3.1756 -3.9038 1.2592
H 1.7383 -3.0795 0.7710
H 2.6578 -2.0445 2.7660
H 2.9184 -3.5923 3.5179
H 1.1403 -2.7090 4.7564
H 0.5204 -4.0068 3.7835
H -0.8739 -1.8792 4.0424
H -0.8801 -2.7237 2.5382
H 1.1971 -0.5254 2.6398
H -0.4030 0.0092 3.0532
H -1.0063 0.1672 0.9612
H -0.8977 -1.5763 0.8071
H 0.9133 -1.3964 -0.5387
H 1.7534 -0.2867 0.5543
H 2.3138 1.6289 -0.4553
H 1.9888 2.8675 -4.6897
H 3.7258 2.7263 -4.6819
H 2.7762 1.6662 -3.6462
H -1.1140 3.7671 -4.0415
H 0.5459 4.2997 -3.9977
H 0.0581 7.0714 -2.1849
H -0.6682 6.8931 -3.6932
H -2.6864 4.4267 -2.5861
H -2.6738 6.0321 -2.1946
H -1.5495 4.8781 -0.6678
H -0.2550 5.8267 -0.6158
H -1.8023 1.9126 -2.9909
H -0.0306 -1.1464 -3.2843
H -1.3076 -2.3139 -3.6065
C -4.1695 7.8040 -0.2152
O -4.1656 7.0509 -1.1818
N -5.2847 8.4860 0.1624
N -3.0632 8.0234 0.5548
H -5.3167 9.1086 0.9467
H -6.1145 8.3476 -0.3843
H -2.2203 7.5452 0.3007
H -3.0505 8.6382 1.3459
C -6.0960 -6.0983 -4.9092
O -6.1812 -5.8889 -3.7132
N -7.0594 -5.7006 -5.7952
N -5.0282 -6.7496 -5.4666
H -7.0093 -5.8634 -6.7823
H -7.8560 -5.2216 -5.4197
H -4.3042 -7.0559 -4.8445
H -4.9383 -6.9331 -6.4473
C 0.0370 9.9338 -1.6033
O 0.4022 9.0626 -0.8217
N -0.3865 11.1598 -1.1939
N 0.0284 9.7186 -2.9505
H -0.6882 11.8815 -1.8202
H -0.3870 11.3393 -0.2070
H 0.3494 8.8198 -3.2523
H -0.2670 10.3890 -3.6344
C -0.0478 -9.3332 1.5504
O -0.5921 -8.2379 1.5292
N -0.6813 -10.4606 1.9693
N 1.2495 -9.5100 1.1499
H -0.2580 -11.3699 1.9874
H -1.6335 -10.3659 2.2668
H 1.7473 -8.6993 0.8350
H 1.7156 -10.3969 1.1563
C -2.9623 -13.2973 0.6415
O -1.7635 -13.1849 0.8348
N -3.7445 -14.1542 1.3634
N -3.6191 -12.5733 -0.3132
H -4.7303 -14.2615 1.2207
H -3.2921 -14.7008 2.0717
H -3.0723 -11.9343 -0.8593
H -4.6023 -12.6482 -0.4899
C 6.6579 4.5674 1.1996
O 6.5239 4.6218 2.4102
N 5.7203 5.0645 0.3342
N 7.7537 4.0069 0.6097
H 5.8094 5.0321 -0.6631
H 4.9044 5.4849 0.7351
H 8.4605 3.6355 1.2168
H 7.8860 3.9537 -0.3817
C 5.4541 8.6025 3.9997
O 5.2156 9.7991 3.9696
N 5.9857 7.9790 5.0856
N 5.2021 7.7827 2.9263
H 6.1839 6.9968 5.1141
H 6.1864 8.5418 5.8988
H 4.8136 8.2116 2.1082
H 5.3888 6.7954 2.9228
C 4.6329 7.9876 8.3011
O 5.5722 8.5861 7.8077
N 3.3406 8.3886 8.1214
N 4.7978 6.8701 9.0717
H 2.5513 7.9155 8.5163
H 3.1905 9.2057 7.5585
H 5.7368 6.5528 9.2229
H 4.0397 6.3643 9.4871

Force components x, y, z for each atom (eV/Å):
C -0.1 -0.2 -0.5
C 0.9 0.4 0.3
C 0.0 0.7 0.6
C -0.7 -0.8 -0.8
C 0.4 0.8 0.7
C -0.7 -0.2 -0.6
C 0.5 -0.8 0.0
C -0.4 1.3 -0.4
C 0.9 -0.5 0.3
C -0.1 -0.5 -0.2
C -0.1 0.2 -0.4
C 0.5 0.2 0.9
C -1.1 -0.1 -0.5
C 0.9 0.4 0.1
C -0.7 -0.1 0.5
C -0.8 -1.8 0.2
C 1.1 0.4 0.4
N 0.5 1.3 0.0
C 0.5 0.3 -0.4
Cl -0.3 -0.5 0.1
C 0.0 0.0 0.1
C 0.4 0.0 -0.2
Cl -0.2 -0.1 -0.1
C 0.3 0.8 -0.8
C -0.1 0.2 0.6
C -1.0 -0.2 0.0
N 0.5 0.0 0.3
N 0.6 0.1 -0.4
N 0.3 0.2 0.0
C -0.8 0.0 -0.3
C -0.7 -1.3 0.2
C -1.2 0.9 0.0
O 1.5 -0.8 0.2
O -0.4 0.3 -0.2
C 0.6 -0.3 -0.5
O -0.1 0.4 0.0
C 0.3 -1.2 0.3
F 0.0 0.4 -0.1
F -0.1 0.3 -0.2
F -0.2 0.2 0.0
H -0.2 0.0 0.1
H 0.0 0.2 0.3
H 0.1 -0.1 0.1
H -0.4 0.1 0.0
H -0.3 -0.2 -0.2
H 0.1 0.0 -0.1
H 0.1 -0.1 -0.3
H 0.0 0.1 0.2
H 0.1 0.0 0.1
H 0.0 -0.3 -0.1
H 0.0 -0.1 0.0
H 0.3 0.3 0.2
H -0.1 -0.2 0.0
H -0.1 0.1 0.2
H -0.2 0.1 -0.1
H 0.1 -0.1 0.0
H -0.1 -0.2 0.0
H 0.1 0.2 0.0
H -0.3 0.0 0.0
H -0.1 0.1 0.2
H 0.1 0.0 0.1
H 0.0 0.2 0.0
H 0.0 -0.1 0.1
H -0.1 -0.1 0.0
H 0.1 0.1 -0.3
H 0.1 -0.2 0.0
H 0.2 0.1 0.2
H -0.2 0.0 0.1
H -0.1 -0.1 -0.1
H 0.3 -0.1 -0.2
H 0.1 -0.1 -0.1
H 0.2 0.5 -0.1
H -0.1 0.0 0.0
H 0.0 -0.1 0.0
H -0.1 -0.1 0.0
H 0.1 -0.2 -0.1
H 0.2 0.3 0.2
H -0.2 0.2 -0.1
H -0.2 0.0 0.1
H -0.2 0.1 0.0
H -0.3 0.0 -0.1
H 0.0 -0.1 0.0
H 0.3 -0.1 0.0
H -0.1 -0.1 0.0
H -0.1 0.2 0.2
H -0.2 -0.2 0.2
C 0.0 0.2 0.1
O 0.2 0.0 0.1
N -0.1 0.0 -0.1
N 0.0 -0.1 -0.1
H 0.0 0.0 0.0
H 0.0 0.0 0.0
H 0.1 0.1 0.0
H 0.0 0.0 0.0
C 0.0 0.0 -0.1
O 0.0 -0.1 -0.2
N 0.0 0.1 0.0
N 0.1 0.0 0.0
H 0.0 0.0 0.0
H 0.0 0.0 0.0
H 0.0 0.0 0.0
H 0.0 0.0 0.0
C -0.1 0.1 -0.1
O -0.1 -0.2 0.0
N 0.0 -0.1 0.1
N 0.0 0.0 0.0
H 0.0 0.0 0.0
H 0.0 0.0 0.0
H 0.1 0.1 -0.2
H 0.0 0.1 0.0
C 0.0 -0.2 0.1
O 0.2 -0.2 0.2
N 0.0 0.1 0.1
N 0.1 0.1 0.0
H -0.1 -0.1 -0.2
H 0.0 0.0 0.0
H 0.0 0.0 0.0
H 0.0 0.0 0.0
C -0.1 0.0 0.0
O 0.1 0.0 0.1
N 0.1 0.0 0.1
N 0.1 0.1 0.0
H 0.0 0.0 0.0
H 0.0 0.0 0.0
H 0.0 0.0 0.0
H 0.0 0.0 0.0
C 0.1 0.0 -0.1
O -0.2 0.1 0.0
N 0.0 -0.1 0.1
N 0.0 -0.1 0.1
H 0.0 0.0 0.0
H 0.0 0.0 0.0
H 0.0 0.0 0.0
H 0.0 0.0 0.0
C 0.1 -0.1 0.1
O -0.1 0.0 -0.1
N 0.1 0.2 -0.1
N -0.2 -0.1 -0.2
H 0.0 0.0 -0.1
H -0.2 -0.2 0.0
H 0.0 0.1 0.0
H 0.2 0.0 0.1
C -0.2 0.0 0.1
O 0.1 0.0 0.2
N 0.0 0.1 -0.1
N 0.1 0.0 0.0
H 0.0 0.0 0.0
H 0.0 0.0 0.0
H 0.0 0.0 0.0
H 0.0 0.0 0.0

Calculated values
- molecular weight (g mol⁻¹) = 1095.05
- LUMO energy (eV) = -4.097
- HOMO energy (eV) = -10.25
- charge = +1


# 3
A 2-piece molecular cluster, C4H12S2 overall in a non-equilibrium geometry. Source: OMol25; level of theory: ωB97M-V with the def2-TZVPD basis set.

Atoms and positions in Å:
C -1.9522 -1.2830 0.9415
C -2.5551 -0.3724 -0.1249
S -1.5682 0.0537 -1.6105
H -0.8754 -1.1235 0.9647
H -2.3468 -0.9119 1.8928
H -2.1629 -2.3472 0.8922
H -3.0509 0.5374 0.1897
H -3.4636 -0.8529 -0.5177
H -0.2371 0.1839 -1.8451
C 1.5896 1.6067 -0.2034
C 2.3980 0.4441 0.3545
S 1.8388 -1.2385 -0.1159
H 1.7107 1.7735 -1.2757
H 0.5282 1.4374 -0.0468
H 1.8913 2.5477 0.2595
H 2.3626 0.4321 1.4443
H 3.4464 0.5905 0.0900
H 2.4467 -1.4776 -1.2891

Force components x, y, z for each atom (eV/Å):
C 0.2 1.3 0.8
C -0.2 -1.0 0.1
S -1.6 0.4 -2.7
H 0.0 -0.2 0.1
H 0.1 -0.3 0.1
H -0.1 0.1 -0.5
H 0.9 0.5 0.8
H 0.7 -0.3 -0.7
H -0.1 -0.5 1.9
C -0.2 0.0 -0.1
C 0.5 0.1 -0.5
S -0.1 0.0 0.3
H 0.2 -0.3 0.0
H -0.1 0.2 0.2
H -0.1 -0.1 0.2
H -0.1 0.0 0.0
H 0.0 -0.3 0.0
H 0.1 0.4 0.1

Calculated values
- molecular weight (g mol⁻¹) = 124.27
- LUMO energy (eV) = 0.749
- HOMO energy (eV) = -8.67
- SMILES = CCS.CCS
- relative energy (zero: lowest compared OMol25 entry of this formula, charge and spin) (kcal per mole) = 35.7


Q: Look up the molecular weight of the first one.
A: 928.36 g mol⁻¹


Repeat the third record exactly.
A 2-piece molecular cluster, C4H12S2 overall in a non-equilibrium geometry. Source: OMol25; level of theory: ωB97M-V with the def2-TZVPD basis set.

Atoms and positions in Å:
C -1.9522 -1.2830 0.9415
C -2.5551 -0.3724 -0.1249
S -1.5682 0.0537 -1.6105
H -0.8754 -1.1235 0.9647
H -2.3468 -0.9119 1.8928
H -2.1629 -2.3472 0.8922
H -3.0509 0.5374 0.1897
H -3.4636 -0.8529 -0.5177
H -0.2371 0.1839 -1.8451
C 1.5896 1.6067 -0.2034
C 2.3980 0.4441 0.3545
S 1.8388 -1.2385 -0.1159
H 1.7107 1.7735 -1.2757
H 0.5282 1.4374 -0.0468
H 1.8913 2.5477 0.2595
H 2.3626 0.4321 1.4443
H 3.4464 0.5905 0.0900
H 2.4467 -1.4776 -1.2891

Force components x, y, z for each atom (eV/Å):
C 0.2 1.3 0.8
C -0.2 -1.0 0.1
S -1.6 0.4 -2.7
H 0.0 -0.2 0.1
H 0.1 -0.3 0.1
H -0.1 0.1 -0.5
H 0.9 0.5 0.8
H 0.7 -0.3 -0.7
H -0.1 -0.5 1.9
C -0.2 0.0 -0.1
C 0.5 0.1 -0.5
S -0.1 0.0 0.3
H 0.2 -0.3 0.0
H -0.1 0.2 0.2
H -0.1 -0.1 0.2
H -0.1 0.0 0.0
H 0.0 -0.3 0.0
H 0.1 0.4 0.1

Calculated values
- molecular weight (g mol⁻¹) = 124.27
- LUMO energy (eV) = 0.749
- HOMO energy (eV) = -8.67
- SMILES = CCS.CCS
- relative energy (zero: lowest compared OMol25 entry of this formula, charge and spin) (kcal per mole) = 35.7


Q: Which of these has the highest molecular weight?
A: C36H78Cl2F3N20O11